(1)
Here is a gas-phase ion, CNO3S2 (charge -1) in a non-equilibrium geometry from OMol25. Energies are from ωB97M-V/def2-TZVPD.

- highest occupied orbital energy (eV) = -5.26
- 2S+1 = 1
- SMILES = N#COS(=O)(=O)[S-]
- net charge = -1

```
7
CNO3S2 ωB97M-V/def2-TZVPD
S 2.3028 0.7081 0.1963
S 0.8400 -0.4231 -0.0970
O -0.2464 0.9241 -0.3620
O 0.5792 -1.1545 -1.3370
O 0.3144 -1.0660 1.0993
N -2.3919 0.3428 0.4967
C -1.3981 0.6686 0.0038
```

Table of Löwdin atomic charges, one value per atom, all in e: atom 1 (S): 0.2688, atom 2 (S): 0.1383, atom 3 (O): -0.2290, atom 4 (O): -0.3823, atom 5 (O): -0.3940, atom 6 (N): 0.1262, atom 7 (C): -0.5281

=====

(2)
Here is 2 unconnected molecules or ions with the total composition CNO4S in a non-equilibrium geometry from OMol25. Energies are from ωB97M-V/def2-TZVPD.

- highest occupied orbital energy (spin up / spin down) (eV) = -1.42 / -4.86
- 2S+1 = 3
- net charge = -1

```
7
CNO4S ωB97M-V/def2-TZVPD
S -1.0812 -1.3728 0.0046
O -2.4536 0.7182 0.0059
O -0.3178 1.0062 -0.0255
O 1.7791 -0.2365 -1.1350
O 1.7576 -0.2012 1.1505
N -1.3140 0.2613 -0.0062
C 1.6299 -0.1752 0.0058
```

Table of Löwdin atomic charges, one value per atom, all in e: atom 1 (S): 0.6576, atom 2 (O): -0.1506, atom 3 (O): -0.1562, atom 4 (O): 0.1442, atom 5 (O): 0.1442, atom 6 (N): -1.0377, atom 7 (C): -0.6016

=====

(3)
Here is a gas-phase ion, CNO5P2 (charge -1) in a non-equilibrium geometry from OMol25. Energies are from ωB97M-V/def2-TZVPD.

- highest occupied orbital energy (spin up / spin down) (eV) = -2.55 / -2.55
- 2S+1 = 1
- net charge = -1

```
9
CNO5P2 ωB97M-V/def2-TZVPD
P -0.3367 -0.5512 -1.3068
P 0.4801 -1.8282 0.3475
O 2.6152 1.2600 0.3437
O 0.8145 0.6272 -0.8430
O -1.6929 0.1165 -0.7572
O 1.7199 -0.7188 0.6729
O -3.2526 0.4390 0.7504
N -2.0797 0.1855 0.6887
C 1.7321 0.4700 0.1039
```

Table of Löwdin atomic charges, one value per atom, all in e: atom 1 (P): 0.5936, atom 2 (P): 0.4596, atom 3 (O): 0.0581, atom 4 (O): -0.2949, atom 5 (O): -0.5021, atom 6 (O): -0.4742, atom 7 (O): -0.0068, atom 8 (N): -0.0288, atom 9 (C): -0.8044

=====

(4)
Here is 2 unconnected molecules or ions with the total composition CO4S in a non-equilibrium geometry from OMol25. Energies are from ωB97M-V/def2-TZVPD.

- highest occupied orbital energy (eV) = -12.09
- 2S+1 = 1

```
6
CO4S ωB97M-V/def2-TZVPD
S -0.3513 -2.1355 0.3343
O 0.5133 3.4645 -0.5049
O 0.9842 1.3918 0.2387
O -1.1827 -1.7472 -0.7587
O -0.7126 -3.4026 0.8869
C 0.7491 2.4290 -0.1963
```

Table of Löwdin atomic charges, one value per atom, all in e: atom 1 (S): 0.8682, atom 2 (O): 0.2704, atom 3 (O): 0.1951, atom 4 (O): -0.4316, atom 5 (O): -0.4323, atom 6 (C): -0.4699

=====

(5)
Here is 2 unconnected molecules or ions with the total composition COP2 in a non-equilibrium geometry from OMol25. Energies are from ωB97M-V/def2-TZVPD.

- highest occupied orbital energy (eV) = -9.98
- 2S+1 = 1

```
4
COP2 ωB97M-V/def2-TZVPD
P -2.4232 -0.8409 -0.5128
P -1.2301 0.3023 0.3831
O 1.5680 0.6476 -0.2738
C 2.0852 -0.1091 0.4035
```

Table of Löwdin atomic charges, one value per atom, all in e: atom 1 (P): 0.0599, atom 2 (P): 0.0943, atom 3 (O): -0.1224, atom 4 (C): -0.0317

=====

(6)
Here is a molecular structure, Ca2H2O2 in a non-equilibrium geometry from OMol25. Energies are from ωB97M-V/def2-TZVPD.

- highest occupied orbital energy (spin up / spin down) (eV) = -8.02 / -14.45
- 2S+1 = 2
- net charge = +1

```
6
Ca2H2O2 ωB97M-V/def2-TZVPD
Ca 1.1185 -1.3893 -0.2497
Ca -0.8434 1.5947 -0.2900
O 0.8676 0.5661 0.8076
O -0.9679 -0.6476 -0.8473
H -1.8151 -1.0985 -0.6647
H 1.6404 0.9746 1.2440
```

Table of Löwdin atomic charges, one value per atom, all in e: atom 1 (Ca): 1.3668, atom 2 (Ca): 1.1706, atom 3 (O): -0.7561, atom 4 (O): -0.7311, atom 5 (H): -0.0290, atom 6 (H): -0.0213

=====

(7)
Here is a molecular structure, Ca3H8N7O25 in a non-equilibrium geometry from OMol25. Energies are from ωB97M-V/def2-TZVPD.

- highest occupied orbital energy (eV) = -5.64
- 2S+1 = 1
- net charge = -1

```
43
Ca3H8N7O25 ωB97M-V/def2-TZVPD
Ca 2.5294 -3.2492 3.6250
Ca 4.2784 5.5284 0.6574
Ca -3.6375 -2.2465 -3.5372
O -3.6158 -6.8547 -0.6891
O -3.4991 -4.9596 0.2289
O 4.9000 1.7435 7.9001
O 3.9266 5.1547 -6.0941
O 2.3177 -4.9188 -1.1777
O -3.3573 -4.3643 6.9344
O 1.1649 -4.4688 -2.8253
O 4.2562 0.2207 6.5122
O -0.8857 0.3768 -6.6538
O 0.1930 0.2306 1.3890
O -3.4978 -6.8055 1.4169
O -2.3681 -3.3278 8.4396
O -1.3984 -3.4875 6.6158
O 2.5478 6.8149 -6.1764
O 3.3691 0.3076 -3.9413
O -0.8982 2.5170 -6.5201
O 0.7537 1.8329 0.1985
O 3.0357 5.7628 -4.3367
O -5.6530 1.5144 -3.8282
O 1.1368 6.6438 3.2235
O -0.1515 1.5379 -8.1837
O 2.8184 -5.6890 -3.1211
O -0.7725 0.5184 -0.5600
O -4.8042 -0.6709 3.4501
O 5.8872 -0.1313 7.7729
N -3.5711 -6.1899 0.3555
N -2.3821 -3.7360 7.3031
N 3.1336 5.9203 -5.5678
N 5.0092 0.6215 7.3671
N -0.6638 1.4957 -7.1094
N -0.0034 0.8908 0.3844
N 2.1230 -5.0633 -2.3834
H 2.6727 0.6256 -3.3667
H -4.3786 -1.1180 2.7185
H -5.7870 1.9201 -4.6848
H -5.6613 2.2468 -3.2119
H 3.4774 -0.6125 -3.7006
H 0.1811 6.6890 3.1951
H 1.3679 6.9882 4.0862
H -4.0937 -0.2089 3.8950
```

Table of Löwdin atomic charges, one value per atom, all in e: atom 1 (Ca): 1.6463, atom 2 (Ca): 1.3005, atom 3 (Ca): 1.6744, atom 4 (O): -0.0598, atom 5 (O): -0.0759, atom 6 (O): -0.0711, atom 7 (O): 0.0545, atom 8 (O): -0.1015, atom 9 (O): 0.0100, atom 10 (O): -0.0692, atom 11 (O): -0.0940, atom 12 (O): -0.0515, atom 13 (O): -0.0905, atom 14 (O): -0.0018, atom 15 (O): 0.0060, atom 16 (O): -0.0507, atom 17 (O): 0.0422, atom 18 (O): -0.0540, atom 19 (O): 0.0202, atom 20 (O): -0.0949, atom 21 (O): -0.0107, atom 22 (O): -0.0716, atom 23 (O): -0.0802, atom 24 (O): 0.0384, atom 25 (O): -0.0054, atom 26 (O): -0.1157, atom 27 (O): -0.0560, atom 28 (O): -0.0713, atom 29 (N): -0.6639, atom 30 (N): -0.6979, atom 31 (N): -0.6389, atom 32 (N): -0.7035, atom 33 (N): -0.7160, atom 34 (N): -0.6746, atom 35 (N): -0.7291, atom 36 (H): 0.0262, atom 37 (H): 0.0261, atom 38 (H): 0.0365, atom 39 (H): 0.0394, atom 40 (H): 0.0269, atom 41 (H): 0.0398, atom 42 (H): 0.0331, atom 43 (H): 0.0292

=====

(8)
Here is a molecular structure, Ca3Hg3O16P4 in a non-equilibrium geometry from OMol25. Energies are from ωB97M-V/def2-TZVPD.

- highest occupied orbital energy (eV) = -7.61
- 2S+1 = 1

```
26
Ca3Hg3O16P4 ωB97M-V/def2-TZVPD
Hg 1.2403 -1.5933 -1.6750
Hg -1.0301 0.2743 3.8408
Hg -0.2298 -4.0215 2.0020
Ca -2.8173 1.3999 0.3837
Ca -3.2969 -2.0496 0.8240
Ca 1.3173 1.5917 -1.1050
P -0.7792 -0.5824 0.7144
P -4.1121 -0.5200 2.9638
P 1.9095 1.0591 -3.7830
P 4.1105 0.9382 -0.6061
O 0.4889 -0.2629 -0.0955
O -4.0418 -0.1355 1.4491
O 3.3518 2.2000 -0.1428
O 1.4358 0.9289 -5.2064
O 0.9369 0.1937 -2.9571
O -5.5796 -0.1720 3.1293
O -3.1692 0.3239 3.8241
O 2.9556 -0.0271 -1.0184
O 3.3917 0.5507 -3.8797
O -1.1509 0.5850 1.6809
O 2.1223 2.3687 -3.0317
O -3.8729 -2.0397 2.9141
O 4.9530 0.2750 0.4494
O -0.9977 -1.9339 1.4554
O -2.0251 -0.6155 -0.2434
O 4.8890 1.2643 -1.8869
```

Table of Löwdin atomic charges, one value per atom, all in e: atom 1 (Hg): 1.2807, atom 2 (Hg): 1.3178, atom 3 (Hg): 0.5354, atom 4 (Ca): 1.5973, atom 5 (Ca): 1.3937, atom 6 (Ca): 1.3880, atom 7 (P): -0.0161, atom 8 (P): -0.0744, atom 9 (P): -0.0712, atom 10 (P): -0.0676, atom 11 (O): -0.5584, atom 12 (O): -0.6915, atom 13 (O): -0.4552, atom 14 (O): -0.2395, atom 15 (O): -0.5593, atom 16 (O): -0.2796, atom 17 (O): -0.4424, atom 18 (O): -0.5503, atom 19 (O): -0.1171, atom 20 (O): -0.6365, atom 21 (O): -0.4184, atom 22 (O): -0.4896, atom 23 (O): -0.2627, atom 24 (O): -0.8207, atom 25 (O): -0.6472, atom 26 (O): -0.1153

=====

(9)
Here is a molecular structure, CaH12NO9 in a non-equilibrium geometry from OMol25. Energies are from ωB97M-V/def2-TZVPD.

- highest occupied orbital energy (eV) = -13.38
- 2S+1 = 1
- net charge = +1

```
23
CaH12NO9 ωB97M-V/def2-TZVPD
Ca 7.9002 -20.6067 8.5690
O 5.4976 -20.3123 8.0795
O 6.0095 -21.4270 4.4467
O 3.2347 -21.0521 11.5614
O 7.5170 -18.2772 7.7201
O 4.1866 -17.7580 4.8597
O 3.8855 -20.0619 6.6560
O 6.6271 -22.1512 9.8352
O 3.4596 -20.3844 8.7401
O 2.8638 -17.6733 10.0516
N 4.2386 -20.2628 7.8063
H 5.6837 -22.1354 9.5818
H 3.4695 -21.0180 10.6184
H 2.8692 -16.7330 10.2684
H 5.4756 -21.2418 5.2321
H 4.3051 -18.4350 5.5419
H 3.3984 -17.7476 9.2557
H 3.2680 -17.4791 4.9478
H 6.6328 -22.3572 10.7839
H 5.5282 -22.1277 3.9926
H 7.9981 -17.5047 7.3874
H 3.4431 -21.9468 11.8539
H 6.6040 -18.1707 7.3998
```

Table of Löwdin atomic charges, one value per atom, all in e: atom 1 (Ca): 1.7451, atom 2 (O): -0.2327, atom 3 (O): -0.0645, atom 4 (O): -0.0576, atom 5 (O): -0.1263, atom 6 (O): -0.0648, atom 7 (O): 0.0488, atom 8 (O): -0.1541, atom 9 (O): 0.0590, atom 10 (O): -0.0496, atom 11 (N): -0.5478, atom 12 (H): 0.0702, atom 13 (H): -0.0189, atom 14 (H): 0.0413, atom 15 (H): -0.0053, atom 16 (H): -0.0214, atom 17 (H): 0.0082, atom 18 (H): 0.0431, atom 19 (H): 0.0966, atom 20 (H): 0.0457, atom 21 (H): 0.0911, atom 22 (H): 0.0266, atom 23 (H): 0.0674

=====

(10)
Here is a molecular structure, CaH14NO10 in a non-equilibrium geometry from OMol25. Energies are from ωB97M-V/def2-TZVPD.

- highest occupied orbital energy (eV) = -8.92
- 2S+1 = 1
- net charge = +1

```
26
CaH14NO10 ωB97M-V/def2-TZVPD
Ca 0.4469 0.3369 -0.2404
O -3.3959 -0.5268 -2.5424
O 3.1770 3.5855 1.1588
O -1.8074 1.5888 3.2528
O 1.5234 -3.2828 -2.4448
O -1.2458 3.9277 -1.5234
O -3.4811 -4.8660 3.1247
O 2.8701 -1.6449 2.8946
O -4.5950 -4.2010 1.5796
O -2.6583 -3.4238 1.8018
O 3.5656 1.4529 -3.1589
N -3.5398 -4.1618 2.1330
H 3.9630 2.3183 -3.0620
H -4.1625 -0.1296 -2.1291
H 0.8337 -3.8412 -2.8037
H 2.8949 4.4984 1.2157
H -3.6994 -0.7855 -3.4125
H -1.8684 1.7188 4.1991
H -2.6052 1.9862 2.9040
H 4.1247 3.6187 1.2891
H 3.6328 -1.6108 3.4719
H 2.7500 -2.5765 2.7104
H -2.0145 4.4360 -1.2649
H -1.1097 4.1500 -2.4444
H 4.0737 1.0318 -3.8523
H 2.3272 -3.5994 -2.8568
```

Table of Löwdin atomic charges, one value per atom, all in e: atom 1 (Ca): 1.6162, atom 2 (O): -0.0705, atom 3 (O): -0.0685, atom 4 (O): -0.0699, atom 5 (O): -0.0727, atom 6 (O): -0.0720, atom 7 (O): 0.0388, atom 8 (O): -0.0700, atom 9 (O): 0.0467, atom 10 (O): 0.0007, atom 11 (O): -0.0707, atom 12 (N): -0.7185, atom 13 (H): 0.0344, atom 14 (H): 0.0342, atom 15 (H): 0.0388, atom 16 (H): 0.0357, atom 17 (H): 0.0359, atom 18 (H): 0.0411, atom 19 (H): 0.0301, atom 20 (H): 0.0366, atom 21 (H): 0.0376, atom 22 (H): 0.0347, atom 23 (H): 0.0401, atom 24 (H): 0.0368, atom 25 (H): 0.0388, atom 26 (H): 0.0357

=====

Please write out number 7 again, unchanged.
Here is a molecular structure, Ca3H8N7O25 in a non-equilibrium geometry from OMol25. Energies are from ωB97M-V/def2-TZVPD.

- highest occupied orbital energy (eV) = -5.64
- 2S+1 = 1
- net charge = -1

```
43
Ca3H8N7O25 ωB97M-V/def2-TZVPD
Ca 2.5294 -3.2492 3.6250
Ca 4.2784 5.5284 0.6574
Ca -3.6375 -2.2465 -3.5372
O -3.6158 -6.8547 -0.6891
O -3.4991 -4.9596 0.2289
O 4.9000 1.7435 7.9001
O 3.9266 5.1547 -6.0941
O 2.3177 -4.9188 -1.1777
O -3.3573 -4.3643 6.9344
O 1.1649 -4.4688 -2.8253
O 4.2562 0.2207 6.5122
O -0.8857 0.3768 -6.6538
O 0.1930 0.2306 1.3890
O -3.4978 -6.8055 1.4169
O -2.3681 -3.3278 8.4396
O -1.3984 -3.4875 6.6158
O 2.5478 6.8149 -6.1764
O 3.3691 0.3076 -3.9413
O -0.8982 2.5170 -6.5201
O 0.7537 1.8329 0.1985
O 3.0357 5.7628 -4.3367
O -5.6530 1.5144 -3.8282
O 1.1368 6.6438 3.2235
O -0.1515 1.5379 -8.1837
O 2.8184 -5.6890 -3.1211
O -0.7725 0.5184 -0.5600
O -4.8042 -0.6709 3.4501
O 5.8872 -0.1313 7.7729
N -3.5711 -6.1899 0.3555
N -2.3821 -3.7360 7.3031
N 3.1336 5.9203 -5.5678
N 5.0092 0.6215 7.3671
N -0.6638 1.4957 -7.1094
N -0.0034 0.8908 0.3844
N 2.1230 -5.0633 -2.3834
H 2.6727 0.6256 -3.3667
H -4.3786 -1.1180 2.7185
H -5.7870 1.9201 -4.6848
H -5.6613 2.2468 -3.2119
H 3.4774 -0.6125 -3.7006
H 0.1811 6.6890 3.1951
H 1.3679 6.9882 4.0862
H -4.0937 -0.2089 3.8950
```

Table of Löwdin atomic charges, one value per atom, all in e: atom 1 (Ca): 1.6463, atom 2 (Ca): 1.3005, atom 3 (Ca): 1.6744, atom 4 (O): -0.0598, atom 5 (O): -0.0759, atom 6 (O): -0.0711, atom 7 (O): 0.0545, atom 8 (O): -0.1015, atom 9 (O): 0.0100, atom 10 (O): -0.0692, atom 11 (O): -0.0940, atom 12 (O): -0.0515, atom 13 (O): -0.0905, atom 14 (O): -0.0018, atom 15 (O): 0.0060, atom 16 (O): -0.0507, atom 17 (O): 0.0422, atom 18 (O): -0.0540, atom 19 (O): 0.0202, atom 20 (O): -0.0949, atom 21 (O): -0.0107, atom 22 (O): -0.0716, atom 23 (O): -0.0802, atom 24 (O): 0.0384, atom 25 (O): -0.0054, atom 26 (O): -0.1157, atom 27 (O): -0.0560, atom 28 (O): -0.0713, atom 29 (N): -0.6639, atom 30 (N): -0.6979, atom 31 (N): -0.6389, atom 32 (N): -0.7035, atom 33 (N): -0.7160, atom 34 (N): -0.6746, atom 35 (N): -0.7291, atom 36 (H): 0.0262, atom 37 (H): 0.0261, atom 38 (H): 0.0365, atom 39 (H): 0.0394, atom 40 (H): 0.0269, atom 41 (H): 0.0398, atom 42 (H): 0.0331, atom 43 (H): 0.0292

=====

- Look up the 2S+1 of the tenth one.
  1